1.
Below is an isolated molecule of C24H19FN6O2S, with properties calculated with ωB97M-V with the def2-TZVPD basis set.

* max |F|: 0.0333 hartree/bohr
* SMILES: O=C(CSc1nnc(Cn2nnc3ccccc32)o1)N(Cc1ccc(F)cc1)c1ccccc1
* M: 474.5 g/mol
* multiplicity: 1
* E_HOMO: -8.786 eV
* total charge: 0

Atoms and positions in Å:
O (-0.7726, -0.5946, 0.9802)
C (-0.1743, 0.4620, 0.9240)
C (-0.3712, 1.4956, 2.0324)
S (-0.8464, 3.1653, 1.4610)
C (-2.0926, 2.7359, 0.3497)
N (-2.6014, 3.4761, -0.5863)
N (-3.5224, 2.7199, -1.2139)
C (-3.5374, 1.5668, -0.6373)
C (-4.3286, 0.3587, -1.0015)
N (-3.4691, -0.7907, -1.0326)
N (-2.5699, -0.9478, -2.0158)
N (-1.8514, -1.9691, -1.8026)
C (-2.2403, -2.5501, -0.6325)
C (-1.7727, -3.6717, 0.0499)
C (-2.3837, -3.9758, 1.2418)
C (-3.4326, -3.2004, 1.7569)
C (-3.9133, -2.0920, 1.0994)
C (-3.3013, -1.7748, -0.1056)
O (-2.6508, 1.5059, 0.3875)
N (0.6452, 0.7987, -0.0879)
C (0.8955, -0.1669, -1.1598)
C (2.1029, -0.9972, -0.8190)
C (1.9578, -2.1252, -0.0195)
C (3.0628, -2.8644, 0.3603)
C (4.3134, -2.4564, -0.0679)
F (5.3982, -3.1708, 0.3014)
C (4.4870, -1.3363, -0.8596)
C (3.3712, -0.6071, -1.2301)
C (1.5100, 1.9277, -0.0797)
C (2.5874, 1.9735, 0.7955)
C (3.4483, 3.0564, 0.7669)
C (3.2416, 4.0852, -0.1362)
C (2.1749, 4.0303, -1.0182)
C (1.3107, 2.9513, -0.9973)
H (-1.1448, 1.1197, 2.7032)
H (0.5518, 1.6502, 2.5897)
H (-5.1240, 0.1863, -0.2699)
H (-4.7632, 0.5292, -1.9898)
H (-0.9645, -4.2611, -0.3523)
H (-2.0501, -4.8321, 1.8091)
H (-3.8708, -3.4835, 2.7026)
H (-4.7159, -1.4954, 1.5069)
H (0.0141, -0.8031, -1.2626)
H (1.0510, 0.3914, -2.0848)
H (0.9712, -2.4149, 0.3090)
H (2.9678, -3.7435, 0.9779)
H (5.4777, -1.0483, -1.1735)
H (3.4899, 0.2724, -1.8461)
H (2.7518, 1.1565, 1.4837)
H (4.2851, 3.0913, 1.4480)
H (3.9143, 4.9289, -0.1550)
H (2.0119, 4.8302, -1.7237)
H (0.4718, 2.9078, -1.6760)

2.
Below is a structure of composition C24H20BBrF4MnN4O8, with properties calculated with ωB97M-V with the def2-TZVPD basis set.

* max |F|: 0.0525 hartree/bohr
* energy above the lowest of the compared OMol25 structures with the same formula, charge and spin: 183.27 kJ/mol
* M: 714.1 g/mol
* multiplicity: 6
* E_HOMO (spin up / spin down): -9.762 / -9.830 eV
* total charge: 0

Atoms and positions in Å:
Mn (-7.5993, 24.6014, 9.5662)
Br (-7.4595, 25.5924, 7.2960)
B (-6.5978, 22.5175, 9.9033)
F (-7.1057, 22.9057, 8.6472)
F (-5.9275, 21.3250, 9.8750)
F (-5.8619, 23.6793, 10.2184)
F (-7.6305, 22.5002, 10.8308)
C (-2.6598, 22.5435, 6.3853)
C (-1.3536, 22.4981, 6.9357)
C (-1.0841, 22.9595, 8.2012)
C (-2.0608, 23.6280, 8.9216)
C (-3.2969, 23.8280, 8.3687)
C (-3.6148, 23.2116, 7.1527)
N (-1.7502, 24.3790, 10.1428)
O (-2.6665, 24.7607, 10.8296)
O (-0.5886, 24.6211, 10.3719)
H (-2.9007, 22.0755, 5.4444)
H (-0.5792, 21.9119, 6.4571)
H (-0.0816, 22.8109, 8.5791)
H (-4.1223, 24.3740, 8.7958)
H (-4.6032, 23.2894, 6.7153)
C (-3.5527, 21.9336, 12.4582)
C (-4.0326, 20.6217, 12.5847)
C (-3.2643, 19.6390, 13.1726)
C (-2.0171, 20.0389, 13.6416)
C (-1.4616, 21.2884, 13.3655)
C (-2.2602, 22.2916, 12.8226)
N (-1.2198, 19.1148, 14.4680)
O (-0.1314, 19.4909, 14.8535)
O (-1.6685, 18.0037, 14.7033)
H (-4.1899, 22.7224, 12.0769)
H (-5.0222, 20.4629, 12.1778)
H (-3.6608, 18.6547, 13.3732)
H (-0.4539, 21.4367, 13.7263)
H (-1.8385, 23.2781, 12.7027)
C (-13.3180, 20.7770, 8.3000)
C (-12.1704, 21.2170, 7.6685)
C (-11.1759, 21.8235, 8.4174)
C (-11.4341, 22.2194, 9.7296)
C (-12.6330, 21.8778, 10.3596)
C (-13.5422, 21.1243, 9.6268)
N (-10.5230, 23.1665, 10.3580)
O (-10.6741, 23.3952, 11.5196)
O (-9.6412, 23.6535, 9.6708)
H (-14.0643, 20.1537, 7.8268)
H (-11.9935, 20.9658, 6.6316)
H (-10.2600, 22.1956, 7.9763)
H (-12.9233, 22.2775, 11.3194)
H (-14.4843, 20.8500, 10.0824)
C (-3.6061, 17.9039, 9.6372)
C (-4.0655, 16.9559, 8.7334)
C (-4.6449, 17.3851, 7.5361)
C (-4.7047, 18.7400, 7.2857)
C (-4.2234, 19.6960, 8.1893)
C (-3.6689, 19.2731, 9.3638)
N (-5.5392, 19.1974, 6.1709)
O (-5.3942, 20.3405, 5.8074)
O (-6.3766, 18.4460, 5.7329)
H (-3.0599, 17.5862, 10.5174)
H (-3.8733, 15.9080, 8.9146)
H (-5.0400, 16.6301, 6.8729)
H (-4.3647, 20.7506, 8.0194)
H (-3.1104, 19.8498, 10.0906)

3.
Below is a structure of composition C24H20F4HoN5OS2, with properties calculated with ωB97M-V with the def2-TZVPD basis set.

* max |F|: 0.0094 hartree/bohr
* energy above the lowest of the compared OMol25 structures with the same formula, charge and spin: 0.00 kJ/mol
* M: 699.5 g/mol
* multiplicity: 5
* E_HOMO (spin up / spin down): -7.604 / -7.603 eV
* total charge: 0

Atoms and positions in Å:
Ho (-0.4257, 0.2791, -0.0305)
C (-3.7947, 0.4819, -0.7959)
N (-2.9130, -0.3771, -0.0024)
C (-2.9666, -1.7462, -0.5563)
C (-3.3365, -0.3852, 1.4129)
C (-2.2949, -0.9908, 2.3255)
N (-1.0523, -0.2568, 2.1294)
C (0.0033, -0.4797, 2.9778)
C (1.1918, 0.2161, 2.7306)
F (1.1824, 1.0563, 1.6368)
C (2.3453, 0.1132, 3.4588)
F (3.4106, 0.8381, 3.0846)
C (2.4086, -0.7308, 4.5497)
C (1.2602, -1.4415, 4.8312)
F (1.2463, -2.2851, 5.8713)
C (0.0986, -1.3338, 4.0861)
F (-0.9512, -2.0926, 4.4580)
H (-4.8327, 0.1324, -0.7450)
H (-3.4718, 0.4719, -1.8369)
H (-3.7600, 1.5046, -0.4168)
H (-3.9961, -2.1243, -0.5326)
H (-2.3204, -2.4086, 0.0131)
H (-2.6020, -1.7270, -1.5794)
H (-4.2937, -0.9162, 1.5022)
H (-3.5005, 0.6539, 1.7112)
H (-2.1699, -2.0589, 2.1176)
H (-2.6759, -0.9181, 3.3466)
H (3.3050, -0.8412, 5.1404)
O (1.6413, 1.2608, -0.9700)
C (2.0570, 2.6026, -0.8214)
C (0.8774, 3.4402, -0.4025)
C (1.0495, 4.8073, -0.2240)
C (-0.0313, 5.5776, 0.1519)
C (-1.2622, 4.9654, 0.3506)
C (-1.3456, 3.6048, 0.1608)
N (-0.3032, 2.8501, -0.2156)
H (2.2506, 0.7459, -1.5049)
H (2.4341, 2.9847, -1.7730)
H (2.8481, 2.6890, -0.0716)
H (2.0243, 5.2506, -0.3847)
H (0.0808, 6.6448, 0.2935)
H (-2.1359, 5.5251, 0.6520)
H (-2.2825, 3.0834, 0.3190)
S (0.7359, -2.0437, -0.0263)
C (1.2252, -2.2610, -1.7150)
C (2.1997, -3.2291, -1.9759)
C (2.6398, -3.5071, -3.2577)
C (3.6550, -4.5144, -3.4584)
N (4.4648, -5.3182, -3.5952)
C (2.0940, -2.7992, -4.3345)
C (1.1355, -1.8328, -4.0909)
C (0.6813, -1.5385, -2.7989)
S (-0.5322, -0.2661, -2.6524)
C (2.5130, -3.0505, -5.6952)
N (2.8489, -3.2430, -6.7770)
H (2.6239, -3.7780, -1.1456)
H (0.7186, -1.2845, -4.9250)

Energy: -51783.83813 -160458.03776 -93051.32579 (eV)